1.
ORCA calculation (ωB97M-V with the def2-TZVPD basis set) on 7 unconnected molecules or ions with the total composition C41H34O27 in a non-equilibrium geometry.

Structure (ORCA input):
```
! RIJCOSX wB97M-V def2-TZVPD def2/J DEFGRID3
* xyz 0 1
O -0.98809 0.46220 -3.97166
C -1.67391 1.08328 -3.18240
C -1.21170 1.50482 -1.87672
C -2.01907 2.18169 -1.05329
O -1.60030 2.55598 0.13085
C -3.43629 2.52889 -1.44728
O -4.12926 3.14026 -0.65809
C -3.89552 2.12434 -2.76594
C -3.07660 1.44817 -3.58787
O -3.42065 1.06018 -4.78799
H -0.20042 1.24609 -1.61380
H -2.31933 2.97269 0.64413
H -4.90315 2.39260 -3.04736
H -2.64719 0.59855 -5.16558
O 5.25053 0.89334 -7.02408
C 5.64050 0.61539 -5.90840
C 5.80933 1.59114 -4.85068
C 6.25994 1.19889 -3.65070
O 6.43593 2.01484 -2.64506
C 6.60763 -0.23843 -3.36128
O 7.02459 -0.49834 -2.25008
C 6.42159 -1.21721 -4.41672
C 5.96400 -0.82385 -5.61365
O 5.76713 -1.64293 -6.61521
H 5.56015 2.61943 -5.06900
H 6.77044 1.47115 -1.90505
H 6.66390 -2.24441 -4.19836
H 5.44008 -1.09840 -7.35697
O -6.97681 4.73788 5.73948
C -6.14133 4.49925 4.89055
C -6.23945 4.91860 3.50803
C -5.27033 4.58914 2.63822
O -5.30270 4.92243 1.37704
C -4.06375 3.78944 3.06571
O -3.22588 3.52510 2.22615
C -3.95613 3.38401 4.44892
C -4.92611 3.71376 5.31471
O -4.90131 3.38847 6.57877
H -7.10905 5.48855 3.21623
H -4.51517 4.53245 0.94771
H -3.08028 2.82338 4.74162
H -5.72120 3.74702 6.97247
O 0.41920 -4.33349 2.42259
C -0.04219 -3.20452 2.33056
C 0.28079 -2.25851 1.27811
C -0.29527 -1.04031 1.27985
O -0.06049 -0.12397 0.36941
C -1.27689 -0.62894 2.35484
O -1.74772 0.48600 2.30184
C -1.59904 -1.58869 3.39436
C -1.02486 -2.79426 3.38663
O -1.28169 -3.71182 4.29534
H 0.98018 -2.57038 0.51615
H -0.61974 0.64566 0.61455
H -2.30845 -1.29530 4.15282
H -0.74165 -4.49300 4.06803
O 3.59668 -5.17974 3.40736
C 4.28457 -5.51846 2.46600
C 5.57521 -6.17175 2.59739
C 6.27303 -6.49336 1.49840
O 7.44075 -7.08547 1.53190
C 5.76327 -6.19585 0.11217
O 6.46872 -6.51334 -0.82735
C 4.47102 -5.56305 -0.01767
C 3.76574 -5.24160 1.07674
O 2.59463 -4.67595 1.01925
H 5.93449 -6.38002 3.59458
H 7.71750 -7.19480 0.60140
H 4.10436 -5.36838 -1.01204
H 2.26951 -4.55492 1.94225
O -2.61680 -5.21349 8.38135
C -3.10550 -4.10507 8.29910
C -2.79874 -3.15637 7.24482
C -3.37873 -1.95045 7.24975
O -3.14342 -1.04337 6.32642
C -4.34934 -1.53032 8.31912
O -4.81279 -0.40931 8.25072
C -4.67464 -2.48550 9.36230
C -4.09647 -3.69616 9.35941
O -4.33734 -4.61187 10.26268
H -2.10004 -3.45594 6.47864
H -3.68023 -0.26150 6.56135
H -5.38385 -2.18253 10.11841
H -3.78801 -5.38402 10.02554
C 2.10281 2.23563 -7.28673
C 1.14741 3.30263 -6.94385
C -0.21295 2.88726 -6.55536
C -1.24870 3.85387 -7.01313
O -2.08313 3.35138 -7.99273
O 1.65480 4.12492 -5.86601
C 2.47025 5.06918 -6.27112
O 2.13401 6.04012 -6.64433
H 2.82690 2.63743 -7.92079
H 1.62618 1.45868 -7.76750
H 2.61123 1.88934 -6.44953
H 1.03478 3.91564 -7.79956
H -0.22404 2.88014 -5.51524
H -0.43025 1.91984 -6.86271
H -1.85970 4.07624 -6.20662
H -0.77105 4.75392 -7.29488
H -1.61992 3.30649 -8.82169
H 3.50090 4.83162 -6.20065
*
```

Output
LUMO: -1.68 eV
E_HOMO: -9.46 eV
Electronic energy: -98346.143 eV
M: 958.7 g/mol
Structure (SMILES): O=C1C=C(O)C(=O)C=C1O.O=C1C=C(O)C(=O)C=C1O.O=C1C=C(O)C(=O)C=C1O.O=C1C=C(O)C(=O)C=C1O.O=C1C=C(O)C(=O)C=C1O.O=C1C=C(O)C(=O)C=C1O.C[C@@H](CCO)OC=O
Strongest force on any atom: 13.09 eV/A
HOMO-LUMO gap: 7.78 eV

---

2.
ORCA calculation (ωB97M-V with the def2-TZVPD basis set) on a molecular structure, C41H34P2PbSSiTe.

Structure (ORCA input):
```
! RIJCOSX wB97M-V def2-TZVPD def2/J DEFGRID3
* xyz 2 1
Pb 1.35011 -0.19155 -0.72071
C 3.60617 -0.45366 2.24451
Si 1.82635 -0.31546 1.85650
C 0.80218 -1.77654 2.34524
C 1.13160 -2.33790 3.58548
C 0.35089 -3.33702 4.14887
C -0.78234 -3.78689 3.48654
C -1.12145 -3.25268 2.25358
C -0.33000 -2.26276 1.66951
P -0.85451 -1.60188 0.06215
C -1.03161 -2.95364 -1.10193
C -1.47951 -2.63216 -2.38826
C -1.54142 -3.61184 -3.36416
C -1.13676 -4.90931 -3.06947
C -0.67017 -5.22631 -1.80194
C -0.60785 -4.24997 -0.81720
C -2.47280 -0.85026 0.38050
C -2.51768 0.18411 1.32124
C -3.72410 0.78000 1.64225
C -4.89436 0.35197 1.02294
C -4.85421 -0.67478 0.09277
C -3.64496 -1.28032 -0.23438
C 1.00640 1.27781 2.36010
C 0.92132 1.40086 3.75083
C 0.31738 2.50108 4.34296
C -0.22299 3.49838 3.54564
C -0.15299 3.39806 2.16404
C 0.45903 2.30010 1.56285
P 0.57646 2.27530 -0.24953
C -0.88538 2.98010 -1.00946
C -1.91074 2.13001 -1.41824
C -3.07748 2.65785 -1.95106
C -3.21518 4.03291 -2.07967
C -2.18489 4.88310 -1.68971
C -1.01690 4.36278 -1.15718
C 1.98624 3.30667 -0.67902
C 2.17511 3.65495 -2.02059
C 3.27554 4.41119 -2.38561
C 4.19285 4.81347 -1.41950
C 4.01416 4.45790 -0.09069
C 2.91166 3.70075 0.28438
H 3.75615 -0.36582 3.32793
H 4.17476 0.34576 1.76755
H 3.99870 -1.41993 1.92482
H 2.00993 -1.99734 4.12656
H 0.62661 -3.76135 5.10584
H -1.40356 -4.55424 3.93058
H -2.01108 -3.60552 1.74376
H -1.78368 -1.61871 -2.62761
H -1.89625 -3.36411 -4.35667
H -1.18111 -5.67405 -3.83434
H -0.34987 -6.23570 -1.57718
H -0.22291 -4.50393 0.16157
H -1.61043 0.51404 1.81835
H -3.75670 1.57387 2.37813
H -5.84016 0.81506 1.27518
H -5.76740 -1.01717 -0.37747
H -3.63003 -2.09226 -0.94825
H 1.32293 0.62164 4.39526
H 0.26547 2.57389 5.42201
H -0.70403 4.35670 3.99732
H -0.58730 4.18238 1.55591
H -1.79931 1.05381 -1.33113
H -3.87240 1.99621 -2.26981
H -4.12497 4.44727 -2.49537
H -2.28808 5.95359 -1.81053
H -0.20895 5.02791 -0.87730
H 1.45736 3.35036 -2.77521
H 3.41794 4.69123 -3.42128
H 5.04769 5.41204 -1.70577
H 4.72879 4.77463 0.65790
H 2.76921 3.43863 1.32586
Te 1.50124 -0.45894 -3.46508
C 2.10157 -2.46421 -3.38042
C 2.63311 -3.20140 -2.36181
C 2.95649 -4.53228 -2.76478
C 2.67364 -4.76157 -4.07368
S 1.99839 -3.38331 -4.82337
H 2.80480 -2.83512 -1.35617
H 3.39381 -5.27234 -2.10894
H 2.82647 -5.66414 -4.64695
*
```

Output
LUMO: -6.34 eV
E_HOMO: -12.81 eV
Electronic energy: -92887.643 eV
M: 983.6 g/mol
Strongest force on any atom: 0.56 eV/A
HOMO-LUMO gap: 6.47 eV